No. 1
Computed, not measured: an isolated molecule of C10H15F9O3S2, with the ωB97M-V functional and the def2-TZVPD basis.

Geometry as XYZ:
```
39
Properties=species:S:1:pos:R:3:forces:R:3:nbo_charge:R:1
F -3.162 -3.706 0.861 -0.02 -0.06 -0.07 -0.456
F -2.632 -1.116 1.362 -0.05 0.02 -0.03 -0.328
C -2.991 0.358 -0.454 -0.03 0.15 0.21 -0.461
C 0.277 2.266 0.520 -0.10 -0.05 -0.05 -0.382
F -0.863 -1.797 -0.397 0.52 -0.03 0.10 -0.309
H -3.577 0.401 -1.374 0.12 -0.11 0.01 0.243
H -1.765 1.947 -1.156 -0.07 -0.04 0.11 0.213
C 3.499 -0.010 0.398 0.15 -0.29 0.15 -0.691
O 5.727 0.845 -0.718 -0.34 0.21 0.39 -0.911
H -3.548 0.918 0.307 -0.01 -0.04 -0.13 0.236
H -0.998 0.394 -1.310 -0.06 0.10 0.03 0.211
H -1.573 1.594 1.439 0.06 0.14 -0.12 0.210
F -3.790 -3.768 -1.305 0.08 -0.08 0.05 -0.456
H 2.908 2.954 1.169 0.06 0.02 -0.08 0.203
F -2.694 -5.477 -0.398 0.00 0.13 -0.03 -0.439
C -1.615 0.995 -0.634 0.19 0.09 -0.13 -0.405
H -0.480 0.302 1.051 -0.03 0.14 0.10 0.212
H 1.513 1.471 -1.080 -0.09 0.01 0.06 0.209
S -2.419 -3.930 -0.520 -0.12 0.02 0.06 2.369
O 3.862 2.369 -0.588 0.02 0.13 0.02 -0.705
C 2.669 2.777 0.115 -0.28 0.03 0.21 -0.082
F -1.656 -4.195 -1.890 0.00 0.01 0.10 -0.457
C 1.600 1.700 -0.010 0.19 0.03 -0.08 -0.250
H -0.053 3.049 -0.174 0.05 0.03 0.11 0.205
C -3.036 -1.065 0.063 -0.03 -0.31 0.12 0.641
F -1.058 -4.129 0.266 -0.03 0.02 -0.02 -0.454
H 3.903 -0.593 1.231 -0.05 -0.08 -0.16 0.256
C 2.061 0.433 0.719 -0.06 0.02 -0.10 -0.408
H 1.939 0.559 1.799 0.08 0.09 -0.07 0.217
H 0.460 2.771 1.476 0.05 -0.16 -0.01 0.210
C -2.125 -2.054 -0.729 -0.28 0.06 0.18 0.465
H 2.341 3.726 -0.313 0.17 -0.11 -0.18 0.207
S 4.711 1.277 0.194 0.13 -0.06 0.02 2.387
H 1.416 -0.399 0.421 0.06 0.03 0.16 0.226
F -2.271 -1.791 -2.025 -0.14 0.04 -0.50 -0.307
O 5.043 1.786 1.495 -0.04 -0.09 -0.33 -0.940
F -4.320 -1.500 0.015 0.03 0.07 0.01 -0.320
C -0.862 1.255 0.678 -0.09 -0.23 -0.08 -0.408
H 3.558 -0.619 -0.504 -0.05 0.14 -0.03 0.249
```
Forces are in eV/Å.

Computed properties:
gap between HOMO and LUMO: 11.4385 eV
SMILES: O=S1(=O)CC[C@@H](CCCCC(F)(F)C(F)(F)S(F)(F)(F)(F)F)CO1
E_LUMO: 0.34 eV
electronic energy: -2310.88191 Eh


No. 2
Computed, not measured: a structure of composition C10H15FLiN5, with the ωB97M-V functional and the def2-TZVPD basis.

Geometry as XYZ:
```
32
Properties=species:S:1:pos:R:3:forces:R:3:nbo_charge:R:1
C -2.247 0.269 2.470 0.42 -0.43 1.09 -0.766
C -2.362 -1.796 -1.411 -0.19 -0.04 1.64 0.418
Li 0.159 -1.705 -0.157 0.12 -0.02 -0.04 0.927
C 3.096 1.560 2.552 0.81 1.91 -0.92 0.310
H 4.016 -1.362 -2.961 -1.54 0.91 0.41 0.255
H -0.742 2.977 0.223 -0.16 -0.18 -0.64 0.256
C 2.925 -0.987 -2.883 2.02 -2.01 -0.35 -0.718
H -2.516 -0.722 2.785 -0.34 -0.67 0.23 0.260
H -2.717 0.948 3.235 0.84 -0.33 -0.94 0.258
C -0.140 1.371 -1.154 0.38 -0.49 -0.30 0.369
C -3.308 -1.108 -2.265 -0.24 0.14 -0.99 -0.749
C 2.368 0.393 3.101 1.20 -0.30 -1.97 -0.764
N -0.138 0.525 -1.946 -0.23 0.90 0.74 -0.429
H -1.136 0.180 2.436 -0.66 0.69 -0.05 0.308
H 0.953 2.993 -0.315 -0.18 -0.24 -0.06 0.263
N 1.465 -2.942 -1.967 0.11 -0.07 -0.12 -0.396
H 2.783 -0.256 -2.101 0.16 0.38 -0.03 0.274
H -2.866 -1.084 -3.242 0.30 0.07 -0.68 0.258
H 1.804 -0.154 2.294 0.46 0.50 0.53 0.338
C -2.809 0.461 1.160 -0.80 1.38 -1.61 0.339
H -4.241 -1.660 -2.399 0.11 -0.11 0.42 0.259
N -3.292 0.778 0.153 0.66 -0.57 1.35 -0.400
H 3.054 -0.274 3.608 0.15 -0.08 0.08 0.240
H -3.531 -0.064 -2.009 0.34 -0.54 0.52 0.304
N -1.711 -2.302 -0.600 -0.37 0.39 -1.13 -0.470
F 0.594 -0.678 1.115 -0.21 -0.02 -0.16 -0.932
H 1.690 0.787 3.781 -1.38 0.54 1.43 0.234
N 3.589 2.540 2.135 -1.15 -2.49 0.97 -0.389
C 2.146 -2.171 -2.479 -0.46 0.84 0.31 0.338
C 0.099 2.348 -0.078 -0.14 0.31 -0.18 -0.740
H 2.688 -0.639 -3.879 -0.44 0.18 0.01 0.261
H 0.328 1.775 0.798 0.41 -0.54 0.45 0.284
```
Forces are in eV/Å.

Computed properties:
gap between HOMO and LUMO: 11.0450 eV
E_LUMO: 0.59 eV
electronic energy: -771.26172 Eh


No. 3
Computed, not measured: an isolated molecule of C10H15FN2O3, with the ωB97M-V functional and the def2-TZVPD basis.

Geometry as XYZ:
```
31
Properties=species:S:1:pos:R:3:forces:R:3:nbo_charge:R:1
C -4.289 0.300 0.473 0.07 -0.30 0.09 -0.396
C -5.409 -0.732 0.435 0.09 0.24 -0.03 -0.600
N 0.430 0.005 -0.525 -0.31 -0.41 0.03 -0.449
H -2.192 1.662 1.694 0.06 -0.11 0.05 0.194
H -3.260 -0.502 2.193 0.04 -0.07 0.05 0.213
O -1.531 1.241 -0.133 -0.03 0.24 -0.20 -0.536
H -0.405 0.223 -3.069 0.05 -0.05 -0.06 0.223
N 2.097 -1.505 0.036 0.20 -0.35 0.05 -0.629
H -6.290 -0.320 -0.052 -0.13 -0.05 -0.03 0.210
C -1.892 0.760 1.156 -0.08 -0.25 0.34 -0.062
H -5.095 -1.617 -0.114 -0.01 -0.12 -0.05 0.203
H -4.627 1.188 1.011 0.02 0.10 -0.04 0.196
O 0.068 -2.240 -0.658 -0.24 -0.47 -0.11 -0.624
F 3.324 1.829 0.554 -0.03 -0.26 -0.02 -0.301
H 2.386 -2.475 0.120 -0.07 0.20 -0.02 0.435
C 2.527 0.795 0.237 -0.31 0.51 -0.12 0.222
H -0.353 1.860 -2.383 0.08 0.12 -0.03 0.213
C 3.058 -0.556 0.383 -0.28 0.10 -0.08 0.597
H -2.724 -1.173 0.658 0.01 -0.10 0.07 0.206
C 0.807 -1.319 -0.403 -0.02 0.34 0.03 0.791
H -1.460 -0.642 -1.002 0.17 0.25 0.05 0.217
H 0.868 2.020 -0.284 0.05 0.05 0.02 0.246
O 4.156 -0.882 0.752 0.20 0.10 0.07 -0.559
C -3.038 -0.252 1.154 0.11 0.47 -0.33 -0.431
C -0.891 0.916 -2.389 -0.16 -0.11 0.43 -0.623
H -1.906 1.099 -2.728 -0.09 0.04 -0.07 0.228
H -4.036 0.607 -0.543 -0.02 0.09 0.00 0.200
H -1.014 0.328 1.657 -0.04 0.11 -0.03 0.171
C 1.274 1.023 -0.197 0.84 0.10 0.29 -0.008
C -0.935 0.322 -0.987 -0.09 -0.33 -0.46 0.254
H -5.683 -1.034 1.443 -0.08 -0.08 0.09 0.201
```
Forces are in eV/Å.

Computed properties:
gap between HOMO and LUMO: 9.7748 eV
SMILES: CCCCO[C@@H](C)n1cc(F)c(=O)[nH]c1=O
E_LUMO: 0.55 eV
energy above the lowest of the compared OMol25 structures with the same formula, charge and spin: 0.0 kJ/mol
electronic energy: -825.18306 Eh